19
Properties=species:S:1:pos:R:3:lowdin_charge:R:1 method="wB97M-V/def2-TZVPD" relative_energy_kcal_mol=108.7 multiplicity=1 homo_ev="-9.275 / -8.699" e_lumo_ev="-1.086 / -2.295"
C 1.0571 0.3942 0.2217 -0.182
C 0.5286 -1.5435 0.1789 -0.488
C -0.2396 0.8114 0.4784 -0.383
C -0.9177 -1.3708 0.1946 -0.534
C -0.6816 2.1540 0.8359 -0.024
C -1.6587 -1.8276 -1.0042 -0.033
N -1.2555 -0.0613 0.5814 0.102
O 3.5703 0.0053 0.1642 -0.322
O 2.7877 2.3290 0.3623 -0.307
S 2.5647 1.0040 -0.0346 0.287
Cl 1.4056 -2.8530 -0.1995 0.828
Cl 2.3372 1.2033 -2.0753 0.373
H -1.2840 -1.8701 1.0912 0.171
H -1.2087 1.8915 1.6995 0.072
H -1.4253 2.7023 0.2287 0.108
H 0.0722 2.8554 1.0190 0.060
H -2.6142 -1.3662 -0.9184 0.075
H -1.8512 -2.9438 -0.9234 0.114
H -1.1870 -1.5141 -1.9005 0.082

=====

22
Properties=species:S:1:pos:R:3:lowdin_charge:R:1 method="wB97M-V/def2-TZVPD" relative_energy_kcal_mol=0.0 multiplicity=1 charge=+4 homo_ev=-21.300 e_lumo_ev=-16.677
Sc -3.5841 5.6222 -2.1045 1.087
Y -0.8632 0.0297 -0.4444 1.374
Cl -3.1844 3.6065 -3.1865 0.191
Cl -0.6729 2.1607 0.6958 -0.006
C 1.3771 -0.4503 -0.1839 0.018
C -4.5946 6.8130 -3.5757 0.057
C -2.1542 7.1123 -2.6997 0.060
O 2.3607 -1.0285 0.0745 0.233
O -4.6195 7.6510 -4.3862 0.296
O -1.7510 8.1261 -3.1101 0.301
C -1.6773 -4.2581 1.1719 0.037
N -0.6409 -3.5671 2.0057 -0.093
C 0.0367 -4.2417 3.1343 0.031
C -0.3186 -2.3144 1.7429 -0.195
O -0.9693 -1.6461 0.8403 -0.254
H -1.7972 -5.2508 1.6233 0.112
H -1.3655 -4.3683 0.1140 0.116
H -2.6599 -3.7544 1.2007 0.113
H 1.1141 -4.3181 2.9717 0.117
H -0.1035 -3.7033 4.0782 0.120
H -0.3698 -5.2445 3.2444 0.111
H 0.5469 -1.8380 2.2390 0.175

=====

16
Properties=species:S:1:pos:R:3:lowdin_charge:R:1 method="wB97M-V/def2-TZVPD" relative_energy_kcal_mol=9.0 multiplicity=1 homo_ev=-7.939 e_lumo_ev=-0.722
C 0.9949 1.7681 -0.7647 -0.013
C 1.7235 0.8847 0.1388 -0.011
C -0.3127 1.3646 -1.0920 -0.218
C 1.0101 -0.1391 0.7509 -0.050
C -0.9367 0.2862 -0.5102 -0.956
C -0.9530 -1.4201 1.2571 -0.131
N -0.3320 -0.3641 0.5697 -0.195
Cl -0.0835 -1.4403 -2.2538 -0.248
I -2.8596 -0.0249 -0.8463 1.070
H 1.3876 2.5438 -1.3927 0.103
H 2.7157 0.9419 0.4733 0.087
H -0.7388 1.9296 -2.0287 0.149
H 1.4920 -0.9468 1.2897 0.133
H -0.9170 -2.2578 0.5847 0.079
H -0.2477 -1.7769 2.0210 0.095
H -1.9427 -1.3488 1.8031 0.105

=====

17
Properties=species:S:1:pos:R:3:lowdin_charge:R:1 method="wB97M-V/def2-TZVPD" relative_energy_kcal_mol=44.1 multiplicity=1 charge=+1 homo_ev="-13.450 / -13.450" e_lumo_ev="-6.279 / -6.280"
C 2.8485 -0.0153 -0.1826 0.014
C 2.8862 1.2760 0.3719 0.011
C 1.6382 -0.6243 -0.5163 0.005
C 1.7342 2.0433 0.3990 -0.029
C 0.6571 0.2132 -0.1943 -0.014
C -3.2378 -1.6523 -0.1933 -0.283
N 0.5993 1.3620 0.2381 0.172
O -2.0659 -0.1210 1.7217 -0.482
S -2.1651 -0.2511 0.2551 0.478
Cl -3.1632 1.2610 -0.6756 0.312
H 3.6630 -0.6262 -0.4416 0.125
H 3.9144 1.5195 0.5270 0.125
H 1.4039 -1.5710 -1.0473 0.154
H 1.5516 3.1583 0.6191 0.174
H -4.1908 -1.6207 0.2894 0.047
H -2.7771 -2.6306 0.1907 0.090
H -3.2966 -1.7207 -1.3609 0.101

=====

15
Properties=species:S:1:pos:R:3:lowdin_charge:R:1 method="wB97M-V/def2-TZVPD" relative_energy_kcal_mol=142.3 multiplicity=1 homo_ev=-9.727 e_lumo_ev=0.751
C -1.3950 -0.9660 0.0815 -0.419
C 0.0463 -0.5039 0.5234 -0.187
C 1.8977 -1.1968 -0.3480 -0.211
C 1.0276 0.0762 -0.6111 -0.256
C 1.5411 1.3554 -0.3013 -0.142
C 1.8408 2.4201 0.3146 0.066
H -1.4708 -1.7265 -0.8440 0.138
H -1.8528 -1.5141 0.9235 0.064
H 0.1573 -0.2532 1.4939 0.103
H 2.3228 -1.5776 -1.3040 0.109
H 3.0053 -1.1571 0.0258 0.143
H 0.4175 0.0298 -1.4590 0.115
H 2.1871 3.2574 1.3021 0.153
O 0.9508 -1.8113 0.4831 -0.108
Cl -2.4779 0.6071 -0.1152 0.431

=====

15
Properties=species:S:1:pos:R:3:lowdin_charge:R:1 method="wB97M-V/def2-TZVPD" relative_energy_kcal_mol=32.2 smiles="CC1=CC=C(Cl)[C@H]1O" multiplicity=1 homo_ev=-8.535 e_lumo_ev=0.492
C 1.7036 -0.2800 1.0991 -0.044
C 0.6334 -0.2108 0.0661 -0.231
C 0.1768 -1.1373 -0.8237 -0.024
C -1.0109 -0.6341 -1.5288 -0.083
C -1.2599 0.5546 -1.0385 -0.638
C -0.3708 0.9449 0.0981 -0.377
H 2.0423 -1.3325 1.1525 0.087
H 2.5400 0.3646 0.8648 0.077
H 1.2888 0.0175 2.0765 0.086
H 0.6434 -2.1128 -0.9598 0.111
H -1.5189 -1.1314 -2.3448 0.114
H 0.0617 1.9079 -0.1037 0.154
H -1.3875 0.2569 1.5204 0.132
O -0.9723 1.1448 1.3676 -0.016
Cl -2.5698 1.6478 -1.4457 0.653

=====

20
Properties=species:S:1:pos:R:3:lowdin_charge:R:1 method="wB97M-V/def2-TZVPD" relative_energy_kcal_mol=4.3 multiplicity=1 homo_ev=-8.019 e_lumo_ev=0.762
C 1.9296 -1.5704 -0.7431 -0.085
C 2.2286 -1.0272 0.4369 -0.107
C 1.5783 0.5943 -0.9261 -0.123
C -0.8063 1.4161 0.7997 -0.205
C -1.4737 0.4791 0.0973 -0.221
C -1.9248 -0.7780 0.7316 -0.624
N 1.4507 -0.5571 -1.5745 0.089
N -0.1901 2.5286 0.3862 0.057
O 2.0093 0.2990 0.2910 -0.028
O -1.6224 0.4741 -1.3167 0.032
F -0.9573 -1.6740 0.6838 0.155
F -2.9834 -1.4154 0.2485 0.157
F -2.2326 -0.5501 2.0345 0.114
H 2.0720 -2.5863 -0.9123 0.099
H 2.4796 -1.5825 1.3489 0.137
H 1.1131 -0.6162 -2.4794 0.120
H -0.7772 1.1579 1.8276 0.120
H 0.1163 2.2406 -0.5897 0.081
H 0.4673 3.0223 1.1341 0.169
H -2.4772 0.1449 -1.4783 0.064

=====

27
Properties=species:S:1:pos:R:3:lowdin_charge:R:1 method="wB97M-V/def2-TZVPD" relative_energy_kcal_mol=218.6 smiles=Oc1nn(CCC(F)(F)C(F)(F)S(F)(F)(F)(F)F)c[nH+]1 multiplicity=1 charge=+1 homo_ev=-14.583 e_lumo_ev=-4.986
O 5.5755 1.0843 0.1593 0.027
C 4.2671 0.4297 -0.0812 -0.096
N 3.0423 0.3306 0.8384 0.140
N 2.0097 -0.4123 0.2403 -0.118
C 0.6972 -0.6980 0.9638 -0.095
C -0.3378 0.5970 0.9855 -0.035
C -1.1182 0.8371 -0.4541 -0.179
F -0.5582 -0.0142 -1.5706 -0.014
F -0.7052 2.2378 -0.8591 -0.007
C -2.7367 0.8775 -0.3774 -0.231
F -3.2829 1.3289 -1.7078 0.030
F -3.1005 1.9898 0.5779 0.022
S -3.6378 -0.6424 0.1591 1.082
F -5.1047 0.3088 0.2122 -0.183
F -3.4671 -0.3441 1.8365 -0.179
F -2.2966 -1.6880 0.0641 -0.187
F -4.0309 -0.9402 -1.5149 -0.188
F -4.6021 -2.0036 0.5535 -0.164
C 2.4971 -0.8468 -1.1292 0.113
N 3.9058 -0.3368 -1.3705 0.144
H 6.2128 0.4458 0.6380 0.165
H 0.2056 -1.6953 0.6001 0.145
H 0.9984 -0.8772 2.1048 0.165
H 0.3550 1.5386 1.2287 0.159
H -1.0498 0.4829 1.9061 0.140
H 1.7677 -1.4841 -1.7861 0.172
H 4.4943 -0.5058 -2.2174 0.174

=====

17
Properties=species:S:1:pos:R:3:lowdin_charge:R:1 method="wB97M-V/def2-TZVPD" multiplicity=3 homo_ev="-4.531 / -9.916" s_squared=2.009 e_lumo_ev="0.585 / -1.206"
C 1.1220 -1.7665 0.0817 -0.079
C 2.3175 -0.9467 0.0028 -0.078
C -0.1574 -1.3323 0.0822 -0.139
C -2.1653 0.1764 0.0169 -0.497
C 0.5975 0.9303 -0.0128 -0.035
C 2.1526 0.3585 -0.0230 -0.267
N -0.5993 -0.0230 0.0102 0.007
N -2.5781 1.4450 0.0078 0.181
O -2.8312 -0.8123 0.0885 0.091
F 3.0261 1.3607 -0.1352 0.063
H 1.2968 -2.8287 0.1367 0.101
H 3.2938 -1.4027 -0.0226 0.103
H -0.9476 -2.0667 0.1318 0.105
H 0.5246 1.5829 0.8671 0.113
H 0.5080 1.5644 -0.9062 0.109
H -1.9816 2.2042 -0.2614 0.102
H -3.5785 1.5567 -0.0641 0.121

=====

15
Properties=species:S:1:pos:R:3:lowdin_charge:R:1 method="wB97M-V/def2-TZVPD" relative_energy_kcal_mol=74.3 smiles="CC1=C(F)[C@H]2C[C@H]2O1" multiplicity=1 homo_ev=-7.969 e_lumo_ev=1.044
C -2.0876 -0.9032 0.1234 -0.014
C -0.7567 -0.2499 0.0114 -0.344
C -0.4169 0.9921 -0.0581 -0.229
C 1.0145 1.0983 -0.1535 -0.088
C 1.8265 0.0586 0.6489 -0.057
C 1.3622 -0.3385 -0.6449 -0.232
H -2.0523 -1.7068 0.8683 0.072
H -2.6139 -1.2589 -0.9571 0.149
H -2.9810 -0.2868 0.4441 0.085
H 1.4772 2.0465 -0.5520 0.162
H 2.8376 0.5050 0.6313 0.126
H 1.3877 -0.2887 1.5287 0.111
H 2.1623 -0.5593 -1.3336 0.154
O 0.2145 -1.0587 -0.3974 0.034
F -1.3741 1.9503 -0.1593 0.071

=====

14
Properties=species:S:1:pos:R:3:lowdin_charge:R:1 method="wB97M-V/def2-TZVPD" relative_energy_kcal_mol=80.4 smiles="C=C=CC/C=C/I" multiplicity=1 homo_ev=-8.839 e_lumo_ev=0.202
C 0.4253 1.4644 -0.4318 -0.340
C 1.0786 0.7489 -1.2534 -0.541
C -0.7649 -1.1698 0.5587 -0.066
C -1.2379 -2.3993 0.3272 -0.008
C 0.1013 1.2037 0.9492 -0.193
C 0.1458 -0.2275 0.8634 -0.232
I 1.5690 1.5108 -3.2889 0.650
H 0.0147 2.4064 -0.7692 0.094
H -1.4532 -2.7217 -0.7437 0.074
H -1.9372 -2.8449 1.0508 0.052
H 0.7548 1.5770 1.7134 0.124
H -1.0166 1.4928 1.0639 0.162
H 1.1356 -0.6288 0.8366 0.107
H 1.1848 -0.4121 -0.8761 0.117

=====

14
Properties=species:S:1:pos:R:3:lowdin_charge:R:1 method="wB97M-V/def2-TZVPD" relative_energy_kcal_mol=150.3 smiles="CC1=C2CC[C@]12I" multiplicity=1 homo_ev=-7.929 e_lumo_ev=0.108
C 0.0361 -0.9901 -0.2280 -0.102
C -0.2740 0.2193 -0.4878 -0.295
C 0.3925 1.4941 0.1789 -0.102
C -0.2933 1.0244 1.5493 -0.102
C -1.1106 -0.1245 0.6450 -0.686
C 0.7582 -1.7595 -1.3822 -0.027
I -3.2384 -0.5357 0.7269 0.700
H 1.5216 1.4862 0.0065 0.111
H 0.1612 2.5220 -0.2666 0.107
H 0.4963 0.7072 2.2203 0.093
H -0.7778 1.8993 1.9093 0.076
H 1.4041 -2.3378 -0.9601 -0.028
H 0.8860 -0.9220 -2.1537 0.113
H 0.0382 -2.6828 -1.7579 0.140

=====

Which calculated total energy belongs to each record? In order, -1756.4227 -2306.4263 -1045.3985 -1220.7983 -768.0374 -768.2128 -792.3202 -1768.6796 -517.2963 -407.8003 -530.3378 -530.2264 Ha.